88
Properties=species:S:1:pos:R:3:forces:R:3 method="wB97M-V/def2-TZVPD" charge=+1 de_lowest_kcal_mol=39.6 e_tot_ha=-4556.58896 homo_lumo_gap_ev="7.02 / 7.80" fmax_ev_per_a=3.6 lumo_ev="-3.44 / -3.44" s_squared=2.008 multiplicity=3
C -0.91911 0.48894 -0.23601 -0.29 0.12 -1.02
C -1.68893 0.76781 -1.58537 1.27 0.01 0.97
C -0.75153 0.32242 -2.75195 -1.27 0.15 -0.22
C -1.46543 0.09517 -4.11888 1.06 0.43 -0.29
P 0.61917 1.54536 -3.02213 0.22 -1.47 -0.32
P -0.13575 3.32030 -4.10036 -2.79 2.19 0.24
N -1.56996 3.68201 -3.49463 1.50 -0.57 -0.40
C 2.01228 0.65307 -3.89282 0.60 0.11 1.19
Br 2.58581 1.70028 -5.46181 -0.27 -0.38 0.55
C 3.18026 0.47599 -2.83599 -0.93 0.02 -0.32
C 2.99050 -0.81078 -1.98750 0.69 0.28 -0.41
H -0.37606 -0.47075 -0.30512 -0.26 0.33 0.17
H -1.61663 0.43413 0.60631 0.33 0.23 -0.12
H -0.17859 1.29753 -0.10773 -0.28 -0.39 0.45
H -2.64540 0.22172 -1.57420 0.36 0.18 -0.40
H -1.85283 1.85570 -1.65484 -0.42 -0.49 -0.12
H -0.27650 -0.62994 -2.45718 0.19 0.42 -0.13
H -0.69846 -0.25578 -4.83873 -0.51 -0.08 0.15
H -2.25982 -0.65866 -4.04830 0.24 0.33 0.11
H -1.85121 1.03979 -4.53991 -0.23 -0.41 0.37
H 1.05914 2.04420 -1.75999 -0.05 -0.13 -0.62
H 0.77438 4.41106 -3.94251 0.38 -0.92 -0.27
H -0.26620 3.05082 -5.49024 0.73 -0.47 0.46
H -1.54830 4.61416 -3.09179 -0.19 -0.08 0.20
H 1.68197 -0.35236 -4.19888 -0.10 0.61 -0.25
H 4.11670 0.43665 -3.40506 -0.18 0.10 0.32
H 3.13113 1.37227 -2.19519 0.73 -0.35 -0.21
H 2.33287 -0.67095 -1.11898 -0.03 -0.12 -0.39
H 2.67370 -1.63556 -2.64833 -0.09 0.21 0.45
H 3.97909 -1.08622 -1.58719 -0.41 0.12 0.01
C 6.29450 1.81434 3.54662 0.30 -0.03 0.06
C 5.38401 0.88904 2.71397 0.12 1.36 1.79
C 5.29401 -0.48264 3.39539 0.16 -0.44 -0.25
C 6.57657 -1.29604 3.25532 0.00 0.03 -0.02
C 6.96475 -1.42932 1.78610 -0.44 -0.10 0.32
C 7.05436 -0.08232 1.05439 2.22 0.16 -0.31
N 5.87709 0.79168 1.31340 -1.81 -2.45 -0.42
O 4.88806 0.36041 0.57303 0.16 0.85 -0.34
C 8.35066 0.64934 1.46091 0.13 0.08 0.29
C 7.23880 -0.35811 -0.44696 -0.63 0.09 -0.15
C 4.00832 1.57235 2.77949 -0.16 -0.20 -0.57
H 5.84027 2.00903 4.51927 -0.14 -0.04 -0.10
H 7.27270 1.39589 3.76494 0.00 0.01 -0.10
H 6.43380 2.77692 3.05131 0.01 -0.05 -0.05
H 4.46616 -1.05655 2.96521 0.00 0.10 -0.12
H 5.05754 -0.35467 4.45420 -0.03 0.22 -0.06
H 7.38796 -0.83783 3.82723 -0.02 0.02 -0.02
H 6.42725 -2.28931 3.68409 0.03 0.03 0.00
H 7.92001 -1.95356 1.70885 0.05 0.16 -0.15
H 6.22414 -2.06694 1.29113 -0.04 0.12 -0.08
H 8.34108 1.68460 1.11498 -0.06 -0.02 0.04
H 9.21972 0.16781 1.01100 -0.14 -0.08 -0.09
H 8.54102 0.64260 2.53155 -0.08 0.06 -0.01
H 6.43725 -0.97045 -0.86121 -0.07 0.11 0.08
H 8.16686 -0.90382 -0.61726 0.03 0.07 0.22
H 7.29055 0.57375 -1.01420 -0.02 0.00 0.03
H 4.03331 2.54413 2.28223 0.02 -0.03 -0.03
H 3.72130 1.73851 3.81779 0.21 -0.05 0.03
H 3.22121 0.97104 2.32543 0.10 -0.01 -0.10
C -8.14432 0.43742 0.73013 -0.05 -0.04 0.31
C -7.34465 -0.47725 -0.22000 -1.78 1.36 0.18
C -8.03920 -1.84183 -0.31579 0.26 -0.44 0.14
C -7.87004 -2.67981 0.94732 0.02 0.04 0.00
C -6.39163 -2.83115 1.29148 -0.32 -0.11 -0.42
C -5.64751 -1.49135 1.38487 0.35 0.13 2.19
N -5.93183 -0.59397 0.23204 0.37 -2.38 -1.86
O -5.22248 -1.01389 -0.78539 0.34 0.88 0.24
C -6.01219 -0.78117 2.70547 -0.28 0.08 0.15
C -4.14391 -1.78133 1.52141 0.15 0.05 -0.65
C -7.44255 0.23146 -1.58079 0.56 -0.21 -0.17
H -9.12751 0.64769 0.30674 0.10 -0.04 -0.14
H -8.33894 0.00283 1.70660 0.09 0.01 0.00
H -7.63757 1.39361 0.87282 0.05 -0.05 0.01
H -7.63680 -2.40340 -1.16541 0.12 0.11 0.00
H -9.10307 -1.70168 -0.52028 0.06 0.22 -0.03
H -8.41556 -2.23245 1.78284 0.02 0.02 -0.02
H -8.31055 -3.66700 0.79196 0.01 0.02 0.03
H -6.29176 -3.37368 2.23464 0.15 0.16 0.05
H -5.92264 -3.45831 0.52584 0.08 0.13 -0.04
H -5.65878 0.25180 2.70527 -0.05 -0.01 -0.07
H -5.54198 -1.28217 3.55279 0.08 -0.08 -0.14
H -7.07712 -0.78373 2.92542 0.01 0.07 -0.08
H -3.75725 -2.38078 0.69698 -0.08 0.14 -0.08
H -3.95136 -2.34542 2.43427 -0.22 0.08 0.05
H -3.56890 -0.85359 1.57457 -0.05 0.01 -0.01
H -6.93704 1.19868 -1.55239 0.03 -0.03 0.01
H -8.48714 0.41050 -1.83572 -0.03 -0.06 0.21
H -7.01526 -0.35831 -2.39058 0.11 0.00 0.10

***

13
Properties=species:S:1:pos:R:3:forces:R:3 method="wB97M-V/def2-TZVPD" de_lowest_kcal_mol=73.0 e_tot_ha=-895.99402 homo_lumo_gap_ev="7.65 / 7.65" smiles="C[C@]12C=S1#[PH]C2" fmax_ev_per_a=2.5 lumo_ev="-0.03 / -0.03"
C -0.06622 1.56241 -0.83937 -0.01 -0.04 -1.47
C 0.83526 -0.91932 -0.46042 0.94 0.58 -1.62
C 0.06233 0.40717 0.00574 1.22 -1.23 -1.76
C -0.21666 0.53271 1.42498 -0.62 1.35 2.00
P -0.49676 -1.67465 -1.51212 0.09 0.93 0.28
S -1.44250 0.49149 -1.07611 0.40 0.72 -1.15
H 0.55960 1.81326 -1.75378 -0.65 -0.52 1.37
H 1.82487 -0.90033 -1.05524 -1.66 1.08 0.43
H 1.19450 -1.54207 0.31964 -0.46 -0.59 1.27
H 0.75231 1.02168 1.73111 -1.21 -0.44 0.86
H -0.52394 -0.33386 2.01718 0.94 -0.53 -0.40
H -1.14155 1.15697 1.61533 1.49 0.16 -0.44
H -1.34124 -1.61546 -0.41694 -0.48 -1.47 0.63

***

85
Properties=species:S:1:pos:R:3:forces:R:3 method="wB97M-V/def2-TZVPD" charge=-2 e_tot_ha=-10337.79397 homo_lumo_gap_ev="5.86 / 5.84" fmax_ev_per_a=8.3 lumo_ev="3.13 / 3.13" s_squared=2.012 multiplicity=3
V -1.75452 -0.31244 -2.33243 0.44 0.08 -2.99
N -1.09573 2.14717 -4.58289 -1.12 -2.55 -3.23
O -1.59964 3.21179 -4.70514 -1.36 4.47 1.98
O -0.75096 1.60267 -5.61072 2.05 -1.34 -0.39
O -1.12437 1.50043 -3.50107 0.18 -0.48 3.21
N -3.57116 -1.94121 -1.28768 1.25 -1.03 2.82
O -3.64356 -0.71248 -1.25247 -1.49 2.77 0.44
O -4.26966 -2.67755 -0.54317 1.49 1.14 -2.92
O -2.49760 -2.25140 -1.91263 -0.19 -1.82 -0.31
N -0.28081 0.36105 -0.14384 -0.22 -2.85 -3.18
O -0.36325 -0.74282 -0.67282 1.76 -6.59 -0.18
O 0.54857 0.65024 0.63337 1.32 1.64 2.49
O -1.09727 0.99887 -0.75678 -3.74 7.39 -0.46
N 0.32234 -1.50698 -4.60253 -0.38 0.47 -5.55
O 1.19826 -2.36786 -4.63496 0.65 -0.63 2.04
O -0.32721 -1.16770 -3.61412 -1.03 -0.24 4.77
O -0.00962 -0.98046 -5.66495 0.30 -0.05 0.10
N -3.47954 0.10101 -5.15643 4.05 2.71 -2.00
O -3.13274 -0.26250 -4.01273 0.10 -2.56 3.78
O -2.78025 -0.10757 -6.11672 1.09 -3.34 -1.42
O -4.24538 0.99362 -5.27660 -5.22 2.47 1.08
Cl -3.91196 -1.31137 2.48966 -0.18 -0.55 0.13
C -3.79891 0.42597 2.28935 -0.60 1.12 -0.45
C -3.53969 1.12340 3.64605 1.32 0.20 -1.25
Cl -4.81362 0.82677 4.80936 -0.42 -0.30 0.43
H -4.67311 0.84165 1.78829 -0.80 -0.40 0.66
H -3.15346 0.55696 1.42081 1.18 0.36 0.77
H -3.42573 2.20703 3.61705 -0.27 -0.08 -0.62
H -2.56873 0.79729 4.01887 -0.32 -0.32 0.37
Cl 2.24177 0.25194 4.36620 -0.04 -0.45 0.27
C 1.12532 -1.15579 4.44016 -0.12 0.16 -0.56
C -0.31603 -0.69394 4.54889 0.29 -1.64 -1.52
Cl -0.69901 -0.13007 6.10851 -0.41 1.06 1.81
H 1.38161 -1.84661 5.24341 0.13 0.46 0.26
H 1.27180 -1.72654 3.52316 -0.11 0.26 -0.19
H -0.92394 -1.58941 4.41989 -0.08 -0.04 -0.27
H -0.62030 0.00363 3.76855 0.34 0.15 0.11
Cl 0.05676 -6.70981 -1.71070 -0.84 -0.37 -0.98
C 1.31134 -7.10241 -0.59543 0.85 -0.59 0.69
C 1.00004 -6.59354 0.80324 0.04 0.26 -1.06
Cl 0.49209 -4.93186 0.65998 0.16 1.84 0.41
H 2.24052 -6.69728 -0.99616 -0.04 0.36 0.27
H 1.50007 -8.17241 -0.50835 -0.38 -0.21 -0.26
H 1.95022 -6.64197 1.33515 -0.50 -0.21 0.67
H 0.07489 -6.99271 1.21899 0.76 -0.99 0.28
Cl 4.16996 -1.26044 -0.79739 0.44 -0.21 -0.69
C 3.03150 -2.33240 0.05829 -0.58 0.93 -0.91
C 3.68947 -2.91305 1.26334 -0.85 -0.11 0.11
Cl 4.84469 -4.23982 0.84959 -0.24 0.48 0.31
H 2.56889 -2.98126 -0.68539 0.50 -0.46 0.21
H 2.21234 -1.65454 0.29827 -0.02 -0.03 0.61
H 2.89519 -3.31598 1.89172 0.20 -0.40 0.04
H 4.14845 -2.09288 1.81541 0.49 -0.35 -0.03
Cl 1.06414 4.60506 -2.71673 -0.94 0.01 -0.36
C 2.56196 3.74192 -2.41230 0.54 -0.21 0.41
C 2.35236 2.28844 -1.88531 0.73 1.61 -0.13
Cl 1.87183 1.14023 -3.09628 -0.42 -0.26 -0.54
H 3.00323 4.39237 -1.65713 0.41 -0.56 0.34
H 3.18168 3.86255 -3.30084 -0.10 -0.56 -0.05
H 1.61944 2.39489 -1.08557 -0.01 -0.50 -0.01
H 3.29556 1.87630 -1.52668 -0.01 0.41 0.45
Cl 6.73924 1.48408 3.61933 -0.22 0.31 0.52
C 6.69644 0.63725 2.06605 -0.34 0.10 -0.17
C 5.75816 1.27751 1.04040 -0.41 -0.88 -0.17
Cl 4.00902 0.99259 1.49230 0.89 0.64 0.21
H 6.33877 -0.37533 2.25277 0.07 0.07 0.01
H 7.75170 0.59114 1.79698 -0.27 0.06 -0.63
H 5.86114 0.69748 0.12329 0.08 0.05 -0.06
H 5.88900 2.32967 0.78752 0.10 -0.09 0.50
Cl -6.94653 2.86678 -3.59016 0.07 -0.54 0.39
C -6.48839 1.77764 -2.24413 1.43 0.72 1.66
C -5.32984 2.41086 -1.36134 0.54 -0.95 -0.38
Cl -3.70880 2.34898 -2.19904 -0.93 0.55 0.20
H -6.15635 0.78632 -2.55257 0.18 0.36 -0.67
H -7.34059 1.58965 -1.59106 -0.22 0.42 -0.13
H -5.11001 1.83023 -0.46544 -0.55 -0.64 -0.17
H -5.45966 3.40051 -0.92336 -0.42 0.26 -0.86
Cl -1.49544 2.93034 1.82550 0.25 0.64 0.12
C -0.00156 3.93057 1.76096 0.52 -0.56 0.75
C 0.86546 3.72238 3.00995 0.63 -0.26 -0.90
Cl 0.11133 4.40263 4.42952 -0.59 0.30 0.91
H -0.20719 5.00093 1.74937 -0.51 -0.21 -0.41
H 0.51237 3.60084 0.85804 0.06 0.15 0.10
H 1.79454 4.28195 2.90136 0.00 0.01 -0.30
H 1.15872 2.69881 3.24316 -0.38 -0.07 -0.29

***

19
Properties=species:S:1:pos:R:3:forces:R:3 method="wB97M-V/def2-TZVPD" de_lowest_kcal_mol=45.4 e_tot_ha=-667.22259 homo_lumo_gap_ev=9.27 smiles=NCCNCCS fmax_ev_per_a=4.2 lumo_ev=1.04
C -0.28449 -1.23493 0.20892 0.47 0.90 -0.10
N 0.32328 0.04072 -0.31427 0.59 0.37 1.92
C -0.45383 0.87751 -1.21114 0.11 3.16 2.78
C 0.53496 2.17111 -1.63452 -1.20 -3.45 -0.07
S 1.13660 1.46657 -3.22004 0.62 1.56 -0.90
C -0.83750 -1.21945 1.66017 -0.57 -0.08 2.49
N 0.32844 -1.21083 2.64512 -1.61 1.07 -1.38
H -1.06843 -1.49678 -0.48562 -0.31 -0.24 -0.19
H 0.54076 -1.96541 0.07075 -0.71 -0.03 0.56
H 1.96258 0.53908 -2.78252 0.25 -0.38 0.54
H -1.33044 1.41149 -0.68653 0.51 -1.20 -0.83
H -0.68385 0.20339 -2.00181 -0.78 0.37 -0.99
H 0.01280 3.13192 -1.87903 0.50 -1.03 0.51
H 1.28903 2.17660 -0.80481 -0.51 0.63 -1.11
H -1.62740 -1.99174 2.03021 1.55 0.13 -1.58
H -1.49744 -0.36280 1.94843 0.99 0.22 -0.94
H -0.00908 -1.18576 3.60945 0.49 -0.51 -0.54
H 0.72960 0.61241 0.46583 -0.63 -1.01 -0.83
H 0.93442 -1.96310 2.38141 0.23 -0.50 0.66